No. 1
{"formula": "C5H12S2", "method": "ωB97M-V with the def2-TZVPD basis set", "elements": ["C", "C", "C", "S", "S", "C", "C", "H", "H", "H", "H", "H", "H", "H", "H", "H", "H", "H", "H"], "xyz": [[-0.70, 0.26, -2.94], [0.70, 0.73, -2.57], [1.28, 0.27, -1.23], [0.33, -1.08, -0.41], [0.87, -1.02, 1.55], [-0.52, -0.11, 2.30], [-0.58, -0.66, 3.77], [-0.84, 0.48, -4.00], [-0.88, -0.80, -2.81], [-1.50, 0.78, -2.41], [1.35, 0.34, -3.36], [0.73, 1.82, -2.48], [1.22, 1.08, -0.51], [2.26, -0.19, -1.35], [-1.51, -0.32, 1.89], [-0.40, 0.97, 2.25], [-0.62, -1.75, 3.69], [0.32, -0.47, 4.35], [-1.50, -0.32, 4.25]], "smiles": "CCCSSCC", "gap_ev": 9.5, "total_energy_ha": -994.064393, "de_lowest_kj_mol": 33.8, "e_lumo_ev": 0.88, "multiplicity": 1, "homo_energy_ev": -8.6}

No. 2
{"formula": "C2H6N2O", "method": "ωB97M-V with the def2-TZVPD basis set", "elements": ["H", "N", "C", "N", "H", "H", "H", "C", "O", "H", "H"], "xyz": [[-0.56, -1.31, 2.36], [-0.78, -1.07, 1.41], [-1.50, -0.04, 1.23], [-1.31, 0.73, 0.11], [-2.27, 0.21, 1.96], [-0.97, 0.15, -0.64], [-1.28, 1.73, 0.11], [2.17, -0.10, -1.62], [1.49, 0.89, -1.64], [3.27, -0.08, -1.70], [1.74, -1.12, -1.58]], "smiles": "[H]/N=C/N.C=O", "gap_ev": 9.7, "total_energy_ha": -264.489571, "de_lowest_kj_mol": 256.6, "e_lumo_ev": 0.98, "multiplicity": 1, "homo_energy_ev": -8.7}

No. 3
{"formula": "CH4N2O2", "method": "ωB97M-V with the def2-TZVPD basis set", "elements": ["C", "N", "N", "O", "O", "H", "H", "H", "H"], "xyz": [[-0.23, 0.60, 0.12], [-1.41, 0.76, 0.70], [1.23, -1.08, -0.99], [0.58, 1.44, -0.15], [0.08, -0.84, -0.19], [-1.66, 1.70, 0.95], [-2.01, -0.01, 0.95], [1.99, -0.50, -0.62], [1.43, -2.06, -0.77]], "gap_ev": [4.3, 8.7], "total_energy_ha": -300.247315, "de_lowest_kj_mol": 257.9, "e_lumo_ev": [0.79, -2.21], "multiplicity": 3, "homo_energy_ev": [-3.5, -10.9]}

No. 4
{"formula": "H2InO", "method": "ωB97M-V with the def2-TZVPD basis set", "elements": ["In", "O", "H", "H"], "xyz": [[3.50, 0.21, 1.55], [-0.79, -0.08, -0.41], [-1.56, -0.12, 0.15], [-1.14, 0.00, -1.30]], "gap_ev": 3.1, "total_energy_ha": -264.810625, "de_lowest_kj_mol": 76.2, "total_charge": 3, "e_lumo_ev": -24.51, "multiplicity": 1, "homo_energy_ev": -27.6}

No. 5
{"formula": "C5H8N2", "method": "ωB97M-V with the def2-TZVPD basis set", "elements": ["C", "C", "C", "C", "N", "C", "N", "H", "H", "H", "H", "H", "H", "H", "H"], "xyz": [[-1.01, 1.63, 1.46], [-0.44, 0.61, 0.54], [0.86, 0.34, 0.18], [0.84, -0.74, -0.76], [1.97, -1.26, -1.44], [-0.47, -1.10, -0.93], [-1.24, -0.27, -0.14], [-1.69, 1.18, 2.19], [-0.21, 2.12, 2.02], [-1.57, 2.41, 0.92], [1.74, 0.85, 0.56], [1.69, -1.99, -2.09], [2.66, -1.64, -0.81], [-0.90, -1.91, -1.50], [-2.24, -0.21, -0.19]], "smiles": "Cc1cc(N)c[nH]1", "gap_ev": 8.5, "total_energy_ha": -304.829527, "de_lowest_kj_mol": 15.7, "e_lumo_ev": 1.07, "multiplicity": 1, "homo_energy_ev": -7.5}

No. 6
{"formula": "C3H3N2O", "method": "ωB97M-V with the def2-TZVPD basis set", "elements": ["C", "C", "C", "N", "N", "O", "H", "H", "H"], "xyz": [[2.89, -0.29, -0.32], [0.28, 0.88, 0.27], [-1.71, -0.12, -0.39], [1.24, 1.35, -0.13], [-0.82, 0.12, 0.53], [3.08, -1.32, 0.09], [-2.50, -0.71, -0.28], [-1.73, 0.27, -1.31], [-0.73, -0.18, 1.53]], "gap_ev": [8.1, 8.1], "total_energy_ha": -300.458595, "de_lowest_kj_mol": 290.9, "total_charge": 1, "e_lumo_ev": [-7.42, -7.43], "multiplicity": 1, "homo_energy_ev": [-15.5, -15.5]}

No. 7
{"formula": "C6H7N3O2", "method": "ωB97M-V with the def2-TZVPD basis set", "elements": ["C", "C", "C", "C", "N", "O", "N", "C", "N", "C", "O", "H", "H", "H", "H", "H", "H", "H"], "xyz": [[-0.77, -0.46, 1.87], [-0.27, 0.61, 1.25], [0.10, 1.86, 1.87], [-0.44, 0.83, -0.17], [-0.71, 1.84, -0.90], [-0.76, 1.48, -2.24], [-0.35, 0.22, -2.44], [-0.10, -0.38, -1.34], [0.38, -1.65, -1.09], [1.11, -2.28, -2.05], [1.86, -3.17, -1.84], [-1.06, -1.29, 1.22], [-0.94, -0.27, 2.97], [0.27, 1.71, 2.98], [1.03, 2.26, 1.40], [-0.77, 2.53, 1.71], [0.63, -1.76, -0.15], [0.79, -2.07, -3.06]], "smiles": "C=C(C)c1nonc1NC=O", "gap_ev": 9.9, "total_energy_ha": -547.437491, "de_lowest_kj_mol": 385.8, "e_lumo_ev": 0.25, "multiplicity": 1, "homo_energy_ev": -9.6}

No. 8
{"formula": "C43H42InO6SSb2", "method": "ωB97M-V with the def2-TZVPD basis set", "elements": ["In", "O", "C", "O", "C", "C", "C", "C", "C", "O", "C", "C", "O", "O", "H", "H", "H", "H", "H", "H", "H", "H", "C", "C", "C", "Sb", "C", "C", "C", "C", "C", "C", "C", "C", "C", "C", "C", "C", "Sb", "C", "C", "C", "C", "C", "C", "C", "C", "C", "C", "C", "C", "H", "H", "H", "H", "H", "H", "H", "H", "H", "H", "H", "H", "H", "H", "H", "H", "H", "H", "H", "H", "H", "H", "H", "H", "H", "H", "C", "C", "O", "H", "H", "H", "S", "C", "C", "C", "C", "C", "C", "H", "H", "H", "H", "H"], "xyz": [[0.93, -0.41, 0.79], [1.80, -0.61, 4.60], [2.10, -0.28, 3.44], [1.33, 0.46, 2.65], [3.38, -0.83, 2.83], [4.01, 0.01, 1.69], [5.50, -0.37, 1.52], [5.46, -1.73, 0.79], [3.96, -2.02, 0.72], [3.42, -0.60, 0.41], [3.33, -2.25, 2.13], [1.95, -2.99, 2.07], [1.83, -4.17, 2.45], [0.85, -2.28, 1.70], [4.11, -0.94, 3.65], [3.88, 1.09, 1.75], [6.07, -0.39, 2.42], [5.92, 0.38, 0.83], [5.99, -2.52, 1.32], [5.82, -1.73, -0.24], [3.69, -2.71, -0.06], [3.95, -2.95, 2.74], [-0.67, 1.54, -1.87], [-1.88, 0.80, -1.31], [-2.93, 1.66, -0.59], [-3.98, 0.71, 1.19], [-3.39, -1.41, 0.92], [-2.38, -1.83, 1.74], [-2.01, -3.19, 1.72], [-2.70, -4.11, 0.95], [-3.77, -3.66, 0.19], [-4.10, -2.31, 0.11], [-5.93, 0.48, 0.26], [-6.13, 0.35, -1.08], [-7.43, 0.21, -1.61], [-8.52, 0.41, -0.75], [-8.33, 0.53, 0.62], [-7.03, 0.63, 1.12], [1.08, 0.34, -2.64], [0.28, 0.47, -4.66], [1.18, 0.00, -5.64], [0.73, -0.32, -6.91], [-0.62, -0.11, -7.24], [-1.47, 0.48, -6.32], [-1.05, 0.69, -5.01], [0.64, -1.81, -2.52], [-0.62, -2.39, -2.68], [-0.76, -3.76, -2.92], [0.37, -4.56, -2.91], [1.66, -3.99, -2.72], [1.78, -2.62, -2.51], [-0.22, 2.15, -1.07], [-0.96, 2.24, -2.71], [-1.46, 0.08, -0.54], [-2.32, 0.17, -2.15], [-3.79, 2.06, -1.15], [-2.47, 2.57, -0.10], [-1.85, -1.12, 2.39], [-1.14, -3.55, 2.31], [-2.43, -5.16, 1.02], [-4.26, -4.38, -0.48], [-4.96, -1.93, -0.47], [-5.26, 0.25, -1.72], [-7.57, 0.04, -2.68], [-9.52, 0.53, -1.22], [-9.22, 0.64, 1.27], [-6.86, 0.77, 2.21], [2.22, -0.17, -5.42], [1.39, -0.76, -7.63], [-1.04, -0.37, -8.20], [-2.49, 0.73, -6.64], [-1.78, 1.00, -4.27], [-1.49, -1.73, -2.74], [-1.83, -4.08, -3.07], [0.34, -5.64, -3.04], [2.53, -4.61, -2.72], [2.75, -2.20, -2.29], [1.59, 4.67, 1.18], [0.61, 3.95, 2.08], [-0.40, 3.38, 1.66], [2.03, 5.50, 1.73], [1.11, 5.00, 0.24], [2.44, 3.97, 0.87], [0.83, 3.94, 3.93], [2.49, 4.17, 4.35], [3.19, 5.35, 4.07], [4.56, 5.34, 4.32], [5.16, 4.26, 4.99], [4.43, 3.17, 5.38], [3.06, 3.09, 5.05], [2.64, 6.21, 3.69], [5.16, 6.20, 4.08], [6.25, 4.28, 5.14], [4.89, 2.33, 5.91], [2.39, 2.30, 5.27]], "gap_ev": 6.2, "total_energy_ha": -3184.011088, "de_lowest_kj_mol": 0.0, "total_charge": -1, "e_lumo_ev": 2.17, "multiplicity": 1, "homo_energy_ev": -4.0}